29
Properties=species:S:1:pos:R:3:forces:R:3 method="wB97M-V/def2-TZVPD" de_lowest_kcal_mol=215.9 e_homo_ev=-9.577 molar_mass_g_mol=184.24 gap_ev=9.82 total_charge=0 max_force_ev_per_a=4.93
C -2.069 1.238 1.320 -0.7 -1.9 -3.6
C -1.057 1.468 2.267 0.8 0.8 1.3
C 0.006 2.255 2.010 3.7 -0.1 2.9
C -0.504 2.348 -0.253 -0.6 2.8 -3.6
C 0.568 -1.180 -0.705 2.1 -1.3 -0.2
C 0.604 -2.389 0.277 -3.4 -1.5 -0.6
C 1.286 -1.686 -2.042 -0.8 0.5 -1.2
C 1.411 -0.020 -0.097 0.4 0.4 2.3
C -0.933 -0.946 -0.921 -1.1 -1.3 -2.8
H -2.179 0.933 -0.744 2.0 3.3 2.3
H -1.077 0.880 3.143 -0.1 -0.3 0.9
H 1.023 2.305 2.682 -3.1 -0.2 -1.1
H 1.187 3.370 0.496 -3.6 -1.7 1.7
H 0.260 -3.232 -0.365 0.6 0.1 0.2
H 1.500 -2.714 0.754 0.9 0.4 0.2
H -0.277 -2.482 1.009 1.4 1.0 -0.4
H 1.861 -0.543 -2.409 -1.3 -4.3 0.3
H 2.080 -2.827 -1.754 -2.4 4.0 -1.4
H 0.180 -1.954 -2.929 4.0 0.5 2.5
H 2.046 0.618 -1.085 -2.1 -1.5 3.8
H 2.267 -0.566 0.959 -2.3 1.9 -3.7
H 0.553 0.527 0.638 3.0 -1.0 -2.2
H -1.360 -0.934 0.068 -0.7 1.1 0.1
H -1.362 -0.235 -1.838 1.5 -1.4 2.7
H -1.333 -1.965 -1.261 0.6 1.2 0.2
N -1.697 1.694 -0.002 -1.1 -2.0 -0.2
N 0.186 2.937 0.875 1.7 0.3 -3.9
O -2.997 0.429 1.320 0.6 1.2 1.1
O -0.174 2.672 -1.415 -0.1 -1.2 2.7